# 1
Molecular formula: C6H11BF4NO2
Method: DFT, the ωB97M-V functional and the def2-TZVPD basis

Frontier orbital gap: 9.32 eV
Energy relative to the best compared isomer or geometry (same formula, charge and spin): 0.0 kcal/mol

```
! wB97M-V def2-TZVPD RIJCOSX def2/J DEFGRID3
* xyz -1 1
H 0.276 1.932 -1.039
C 0.829 1.640 -0.080
F -3.513 2.446 1.350
H -0.446 3.243 0.797
O 0.373 0.345 0.445
F -2.128 0.630 1.868
C 1.870 -1.626 -0.458
H 1.560 -3.918 0.116
B -2.914 1.245 0.840
H 1.421 3.607 0.906
O -1.849 -1.187 -1.091
H 0.861 -0.097 -1.614
H 0.175 -3.164 -2.051
F -2.081 1.558 -0.282
H 2.485 -1.635 -1.417
H 0.579 2.389 2.060
C -0.644 -1.527 -0.959
H 0.460 -2.607 0.868
F -3.946 0.343 0.424
C 0.999 -2.951 -0.089
H 1.949 1.568 -0.342
C 0.642 -0.596 -0.611
N -0.112 -2.928 -1.084
C 0.596 2.826 0.993
H 2.556 -1.538 0.451
*
```

---

# 2
Molecular formula: C6H11BO2
Method: DFT, the ωB97M-V functional and the def2-TZVPD basis

Frontier orbital gap: 9.36 eV
Energy relative to the best compared isomer or geometry (same formula, charge and spin): 12.9 kcal/mol
SMILES: COB(O)C1=CCCC1

```
! wB97M-V def2-TZVPD RIJCOSX def2/J DEFGRID3
* xyz 0 1
H 0.368 2.729 0.476
C 3.458 1.030 -0.294
H 3.242 2.188 -0.257
B 1.087 0.947 -0.179
H 4.291 0.711 -0.898
O 1.110 2.208 0.188
C -0.336 -0.112 -0.272
H -1.671 -2.713 1.039
H -1.549 0.758 1.281
H 0.565 -2.089 -0.147
O 2.232 0.356 -0.524
H -2.110 1.308 -0.412
H -2.970 -0.892 -0.932
C -1.700 0.445 0.167
H -1.915 -2.518 -0.798
C -0.254 -1.450 -0.100
C -1.649 -2.039 0.113
H -3.348 -0.877 0.855
H 3.760 0.795 0.648
C -2.611 -0.786 0.046
*
```

---

# 3
Molecular formula: C6H11BO3
Method: DFT, the ωB97M-V functional and the def2-TZVPD basis

Frontier orbital gap: 9.65 eV
Energy relative to the best compared isomer or geometry (same formula, charge and spin): 37.9 kcal/mol
SMILES: C=C[C@]1(C)OCCOB1O

```
! wB97M-V def2-TZVPD RIJCOSX def2/J DEFGRID3
* xyz 0 1
O 0.980 -0.569 -0.925
H -0.756 1.924 -2.576
H -2.211 2.042 1.407
B -1.015 0.647 0.533
H -0.002 -2.794 -0.026
C 0.085 -0.095 -1.931
H -0.755 -0.764 -2.051
H 1.086 -1.330 2.215
H 0.725 -0.142 -2.859
C 1.825 0.520 1.662
O -1.948 1.093 1.538
C 1.128 -0.581 1.468
O -1.097 1.531 -0.500
C -0.349 1.402 -1.721
H 1.934 1.247 0.884
H 2.347 0.813 2.564
H -1.543 -1.977 -0.203
H -0.720 -2.157 1.453
H 0.589 1.883 -1.493
C -0.509 -1.999 0.354
C 0.206 -0.696 0.207
*
```

---

# 4
Molecular formula: C6H11BrSi
Method: DFT, the ωB97M-V functional and the def2-TZVPD basis

Frontier orbital gap: 8.73 eV
Energy relative to the best compared isomer or geometry (same formula, charge and spin): 37.5 kcal/mol
SMILES: C[Si]1(C)C=C[C@@H](Br)C1

```
! wB97M-V def2-TZVPD RIJCOSX def2/J DEFGRID3
* xyz 0 1
H -2.142 0.747 -1.419
H -1.055 -2.937 0.982
C -2.002 -0.310 -1.079
H -2.958 -0.507 -0.638
H 1.162 2.471 -1.018
H 0.683 0.327 -1.953
H 1.700 -0.520 -0.680
Si -0.538 -0.550 0.115
H 0.540 -2.317 1.660
C -0.354 0.715 1.449
C 0.894 0.198 -0.903
Br 3.450 1.717 -0.117
H -1.675 -0.862 -1.949
C 0.703 1.722 1.016
H -0.857 1.007 2.349
H 0.994 2.569 1.666
H 0.434 -2.670 0.035
C 1.221 1.512 -0.305
C -0.199 -2.312 0.789
*
```

---

# 5
Molecular formula: C6H11Cl6NO
Method: DFT, the ωB97M-V functional and the def2-TZVPD basis

Frontier orbital gap (alpha / beta): 2.80 / 8.80 eV
Energy relative to the best compared isomer or geometry (same formula, charge and spin): 0.0 kcal/mol

```
! wB97M-V def2-TZVPD RIJCOSX def2/J DEFGRID3
* xyz -1 2
N 2.574 1.239 0.791
C -3.280 0.284 -1.840
C 2.154 -0.008 1.426
Cl -1.641 -1.401 1.205
Cl -1.568 -4.304 1.656
H -3.583 -0.751 -1.682
H -1.240 -0.022 -0.991
C 2.058 1.665 -0.409
C -1.753 0.175 -1.932
H -3.578 0.949 -1.029
Cl -3.971 0.914 -3.426
Cl -3.869 -2.809 2.369
H 4.558 0.976 1.301
C 3.785 1.745 1.259
H 4.140 2.513 0.572
Cl -1.373 -0.998 -3.162
O 1.208 1.052 -1.099
H 2.700 -0.897 1.111
H 2.566 2.593 -0.714
H 3.737 2.153 2.269
C -2.548 -2.917 1.201
Cl -3.199 -3.129 -0.487
H -1.377 1.161 -2.208
H 2.408 0.054 2.484
H 1.092 -0.236 1.334
*
```

---

# 6
Molecular formula: C6H11ClF3IrO2Ti
Method: DFT, the ωB97M-V functional and the def2-TZVPD basis

Frontier orbital gap (alpha / beta): 5.15 / 7.27 eV
Energy relative to the best compared isomer or geometry (same formula, charge and spin): 0.0 kcal/mol

```
! wB97M-V def2-TZVPD RIJCOSX def2/J DEFGRID3
* xyz -1 6
H 3.388 1.235 -0.674
H 4.053 -0.391 -1.144
F -4.641 -0.962 1.635
H -0.379 3.152 0.293
H 1.451 -2.809 -1.850
H 1.298 -1.306 1.544
F -4.762 0.964 0.571
H 0.550 2.404 1.640
H 1.498 -2.906 -0.045
O -2.012 -0.264 1.348
C -2.757 -0.289 0.313
C 3.266 0.354 -1.326
O -2.265 -0.091 -0.832
H 3.008 -2.537 -0.980
C -4.334 -0.326 0.498
Ir 1.498 -0.473 -0.867
C 1.910 -2.390 -0.929
C -0.387 2.376 1.071
F -4.950 -0.932 -0.536
Ti -0.483 0.523 0.204
Cl 0.262 1.257 -1.941
C 1.138 -0.326 1.074
H 1.671 0.516 1.575
H 3.214 0.658 -2.388
H -1.237 2.563 1.746
*
```